Arrangement i

The following is a DFT calculation (wB97M-V/def2-TZVPD) of a structure of composition C2H5IO2.

Values from the calculation:
Net charge   0
Kohn-Sham gap   8.8041 eV
E_HOMO   -0.32931 hartree

Each line ends with the Mulliken charge.
Geometry (Å):
1 C -1.8299 0.3051 0.1963  -0.821
2 C -0.4573 0.4989 -0.2234  0.155
3 O 0.4592 -0.2907 -0.2477  -0.433
4 O 2.8634 -1.5088 0.1865  -0.604
5 I 3.5215 0.3355 0.1038  0.219
6 H -1.9271 0.3782 1.4012  0.241
7 H -2.6008 0.9686 -0.2465  0.308
8 H -2.0741 -0.7386 -0.2063  0.238
9 H 2.3630 -1.4991 -0.5828  0.382
10 H -0.3180 1.5510 -0.3811  0.316

=====

Arrangement ii

The following is a DFT calculation (wB97M-V/def2-TZVPD) of the molecule C2H5IO2.

Values from the calculation:
Net charge   0
Structure (SMILES)   CO[C@H](O)I
Kohn-Sham gap   9.2965 eV
E_HOMO   -0.33058 hartree

Each line ends with the Mulliken charge.
Geometry (Å):
1 C -0.0691 -1.2574 -0.7309  -0.721
2 O 0.1892 0.0836 -0.5732  -0.319
3 C -0.2732 0.8206 0.4342  -0.180
4 O -0.1645 2.1357 0.1888  -0.394
5 I 1.2934 0.3003 2.2278  -0.181
6 H 0.5474 -1.5712 -1.5278  0.248
7 H -1.0666 -1.3532 -0.8826  0.367
8 H 0.1023 -1.8659 0.1539  0.315
9 H -1.2416 0.5401 0.9446  0.464
10 H 0.6827 2.1674 -0.2347  0.401

=====

Energy ordering: arrangement ii at the bottom, the next structure 1.104 eV above.

=====

Arrangement i

The following is a DFT calculation (wB97M-V/def2-TZVPD) of the molecule C8H9NO3.

Values from the calculation:
Net charge   0
Structure (SMILES)   CCc1nccc(C(=O)O)c1O
Kohn-Sham gap   8.6358 eV
E_HOMO   -0.33482 hartree

Each line ends with the Mulliken charge.
Geometry (Å):
1 C -0.8693 3.5839 -1.2885  -1.322
2 C -0.4896 2.6280 -0.1253  -0.154
3 C -0.5813 1.1370 -0.4676  -0.030
4 N -1.4504 0.7494 -1.3674  -0.485
5 C -1.4134 -0.5879 -1.7009  -0.573
6 C -0.6456 -1.5130 -0.9948  -0.561
7 C 0.2641 -1.0890 -0.0055  0.116
8 C 0.8700 -2.0484 0.9821  0.528
9 O 1.1258 -3.2458 0.7648  -0.517
10 O 1.3463 -1.5213 2.2017  -0.556
11 C 0.2767 0.2427 0.2960  0.666
12 O 1.2341 0.7937 1.1116  -0.579
13 H -0.8773 4.5544 -0.8186  0.378
14 H -0.1710 3.5197 -2.1002  0.340
15 H -1.7603 3.2825 -1.8041  0.349
16 H 0.4586 2.8405 0.2097  0.374
17 H -1.2421 2.9143 0.6180  0.247
18 H -1.9959 -0.8162 -2.5505  0.469
19 H -0.6746 -2.5333 -1.2059  0.511
20 H 0.6716 -1.3742 2.7774  0.336
21 H 1.6241 0.0344 1.6475  0.463

=====

Arrangement ii

The following is a DFT calculation (wB97M-V/def2-TZVPD) of the molecule C8H9NO3.

Values from the calculation:
Net charge   0
Kohn-Sham gap   8.8310 eV
E_HOMO   -0.34483 hartree

Each line ends with the Mulliken charge.
Geometry (Å):
1 C -2.0096 -2.3497 -0.1473  0.142
2 C -1.4546 -1.4116 -0.6100  -1.091
3 C -1.3111 0.7420 -1.9058  0.266
4 C 0.6283 -0.0660 -3.1636  0.448
5 C -0.4427 1.0867 -3.0674  -0.557
6 C -0.7304 -0.2466 -0.9102  1.136
7 C 1.4190 0.3424 2.0687  -1.149
8 C 0.6283 -0.5092 1.1399  -0.147
9 N -2.3705 1.3326 -1.6296  -0.701
10 O 1.4340 -0.0680 -4.0735  -0.625
11 O 0.6001 -0.9715 -2.2077  -0.526
12 O -0.0204 0.2504 0.0876  -0.188
13 H -2.5637 -2.9589 0.3927  0.619
14 H -0.9826 1.4454 -3.9329  0.428
15 H 0.2777 1.8633 -2.7000  0.205
16 H 1.7103 1.2496 1.5546  0.326
17 H 1.0720 0.6577 3.0476  0.314
18 H 2.3204 -0.2289 2.1626  0.345
19 H -0.2235 -1.0607 1.6375  0.268
20 H 1.4099 -1.2734 0.8108  0.214
21 H -2.8387 0.8899 -0.8382  0.274

=====

Energy ordering: arrangement i at the bottom, the next structure 3.866 eV above.

=====

Arrangement i

The following is a DFT calculation (wB97M-V/def2-TZVPD) of a cluster of 2 separate species, C5H15N4S in total.

Values from the calculation:
Net charge   +1
Kohn-Sham gap   8.9933 eV
E_HOMO   -0.44247 hartree

Each line ends with the Mulliken charge.
Geometry (Å):
1 C -0.5523 0.5011 -1.3143  -0.254
2 C -0.2119 1.1551 0.8443  -0.616
3 C -1.9159 0.3741 -1.1709  -0.570
4 C -1.4313 0.3639 1.1071  -0.819
5 C 3.0313 1.4987 -0.3898  -0.946
6 N 2.3535 -0.5638 0.9036  -0.603
7 N 0.0602 -2.6417 -0.3584  -0.731
8 N 0.3632 0.8249 -0.4038  0.124
9 N -2.4860 0.5975 0.1366  -0.051
10 S 2.0135 0.0325 -0.4447  0.391
11 H -0.3226 -3.4326 -0.8855  0.260
12 H -0.2248 0.0128 -2.2259  0.356
13 H -0.5077 2.2513 0.8794  0.274
14 H 0.5472 1.0020 1.7153  0.487
15 H -2.6346 -0.0224 -1.9346  0.338
16 H -0.2432 -2.9847 0.5769  0.265
17 H -1.2962 -0.6501 0.9112  0.394
18 H -1.9043 0.5050 2.0864  0.390
19 H 3.4397 1.7668 0.6109  0.353
20 H 3.8080 1.5100 -1.0822  0.390
21 H 2.5262 2.4220 -0.5038  0.357
22 H 2.0249 -1.5238 1.0932  0.239
23 H 1.0808 -2.9205 -0.3087  0.244
24 H -2.8460 1.6143 0.3420  0.388
25 H -3.2314 -0.0117 0.1779  0.338

=====

Arrangement ii

The following is a DFT calculation (wB97M-V/def2-TZVPD) of the ion C5H15N4S with charge +1.

Values from the calculation:
Net charge   +1
Structure (SMILES)   CN/C(N(C)C)=[N+](/C)SN
Kohn-Sham gap   9.0892 eV
E_HOMO   -0.48217 hartree

Each line ends with the Mulliken charge.
Geometry (Å):
1 C -0.5777 -2.9028 0.3080  -1.215
2 N 0.2405 -1.8335 -0.2352  -0.171
3 C 0.1196 -0.4655 -0.0929  0.698
4 N -1.0369 0.1444 0.3237  0.109
5 C -2.3684 -0.3028 0.1874  -1.095
6 C -1.0118 1.5214 0.9826  -0.981
7 N 1.0995 0.3582 -0.3628  -0.376
8 C 1.0538 1.5435 -1.2622  -1.108
9 S 3.1981 -0.2638 -0.4041  0.155
10 N 3.6715 -0.2238 1.1728  -0.360
11 H -1.2541 -3.2529 -0.4217  0.387
12 H 0.0675 -3.8035 0.4329  0.348
13 H -0.8947 -2.6936 1.2836  0.460
14 H 1.1322 -2.2280 -0.6352  0.297
15 H -2.9749 -0.1933 1.1659  0.365
16 H -2.9347 0.2790 -0.5771  0.347
17 H -2.5256 -1.3422 0.0580  0.364
18 H -2.0922 1.9056 1.0873  0.358
19 H -0.7047 1.4224 2.0063  0.353
20 H -0.4668 2.3386 0.4672  0.333
21 H 0.0244 1.8069 -1.4537  0.508
22 H 1.4482 1.3061 -2.2029  0.358
23 H 1.6761 2.3281 -0.7435  0.317
24 H 3.4184 -1.0451 1.7641  0.275
25 H 3.9560 0.5327 1.8044  0.273

=====

Energy ordering: arrangement ii at the bottom, the next structure 1.214 eV above.

=====

Arrangement i

The following is a DFT calculation (wB97M-V/def2-TZVPD) of a cluster of 2 separate species, C3H10N4 in total.

Values from the calculation:
Net charge   0
Structure (SMILES)   [H]/N=N\C(C)C.[H]/N=N/[H]
Kohn-Sham gap   9.2915 eV
E_HOMO   -0.33174 hartree

Each line ends with the Mulliken charge.
Geometry (Å):
1 H 0.7973 1.6817 1.1072  0.253
2 N 0.3717 2.1843 0.3351  -0.531
3 N -0.5051 1.5440 -0.2549  -0.001
4 C -0.9178 0.2570 0.1243  0.427
5 C -0.4691 -0.7080 -0.9840  -1.013
6 C -2.4801 0.1950 0.2972  -1.391
7 H -0.3966 0.0761 1.0589  0.472
8 H -0.7777 -1.7232 -0.7626  0.359
9 H -0.8330 -0.4637 -2.0534  0.317
10 H 0.6505 -0.6406 -0.9414  0.059
11 H -2.7778 0.8903 1.0963  0.326
12 H -2.9239 -0.8365 0.5637  0.309
13 H -2.7510 0.6258 -0.6067  0.412
14 H 3.1943 -1.2620 -0.9715  0.263
15 N 3.6412 -0.7477 -0.2277  -0.394
16 N 2.8199 -0.6585 0.7268  -0.106
17 H 3.3572 -0.4143 1.4925  0.238

=====

Arrangement ii

The following is a DFT calculation (wB97M-V/def2-TZVPD) of the molecule C3H10N4.

Values from the calculation:
Net charge   0
Structure (SMILES)   C/C(N)=N/C(N)N
Kohn-Sham gap   9.7265 eV
E_HOMO   -0.31825 hartree

Each line ends with the Mulliken charge.
Geometry (Å):
1 C -0.1716 1.4060 2.0112  -1.198
2 C -0.1554 0.3628 0.9309  0.744
3 N -1.2268 -0.4636 0.8705  -0.379
4 N 0.8994 0.2579 0.2170  -0.620
5 C 0.8595 -0.3572 -1.0591  0.102
6 N -0.2503 0.2972 -1.8812  -0.607
7 N 0.5802 -1.7750 -0.9800  -0.585
8 H 0.7903 1.8850 2.0653  0.329
9 H -0.9198 2.1722 1.7981  0.305
10 H -0.3992 0.9414 2.9678  0.318
11 H -1.2901 -1.0668 0.0676  0.268
12 H -2.0538 -0.2563 1.3975  0.217
13 H 1.8390 -0.1469 -1.5428  0.277
14 H -0.2507 -0.0989 -2.8187  0.195
15 H -0.1121 1.3055 -1.9397  0.222
16 H 1.0929 -2.2241 -0.2395  0.216
17 H 0.7685 -2.2392 -1.8650  0.196

=====

Energy ordering: arrangement ii at the bottom, the next structure 3.898 eV above.

=====

Arrangement i

The following is a DFT calculation (wB97M-V/def2-TZVPD) of a cluster of 2 separate species, C3H10N4 in total.

Values from the calculation:
Net charge   0
Structure (SMILES)   [H]/N=N\[H].C/N=C(\C)N
Kohn-Sham gap   7.9781 eV
E_HOMO   -0.26199 hartree

Each line ends with the Mulliken charge.
Geometry (Å):
1 H -2.5565 -2.8518 -0.9552  0.187
2 N -2.8521 -1.8527 -0.8058  -0.527
3 N -1.9727 -1.0297 -1.0248  -0.189
4 H -0.7094 -1.1541 -0.9879  0.328
5 C 1.4695 -1.1344 0.2257  -1.012
6 N 0.2675 -0.4476 -0.1876  -0.426
7 C 0.0753 0.8139 0.0618  0.772
8 C 1.0921 1.6762 0.7600  -1.143
9 N -1.0914 1.3654 -0.2934  -0.402
10 H 1.3921 -2.1724 -0.0969  0.286
11 H 1.5984 -1.1341 1.3133  0.317
12 H 2.3698 -0.7015 -0.2227  0.329
13 H 2.0211 1.6917 0.1889  0.287
14 H 0.7362 2.6974 0.8739  0.346
15 H 1.3104 1.2731 1.7495  0.289
16 H -1.8253 0.6678 -0.6155  0.388
17 H -1.3249 2.2927 0.0167  0.171

=====

Arrangement ii

The following is a DFT calculation (wB97M-V/def2-TZVPD) of the molecule C3H10N4.

Values from the calculation:
Net charge   0
Structure (SMILES)   [H]/N=N/N(C)[C@@H](C)N
Kohn-Sham gap   9.1380 eV
E_HOMO   -0.29712 hartree

Each line ends with the Mulliken charge.
Geometry (Å):
1 H -0.3796 -1.7557 2.7396  0.184
2 N -0.3817 -1.3527 1.8032  -0.462
3 N 0.6376 -0.6424 1.5947  -0.413
4 N 0.7023 -0.0392 0.4077  0.459
5 C 2.0627 0.3873 0.0794  -0.880
6 C -0.3125 -0.0886 -0.6426  0.330
7 C -1.7188 -0.4501 -0.3599  -1.433
8 N -0.2157 1.4016 -1.2861  -0.696
9 H 2.4680 -0.2721 -0.6913  0.301
10 H 2.6998 0.3484 0.9658  0.352
11 H 2.0587 1.4325 -0.2371  0.288
12 H 0.0882 -0.7074 -1.4478  0.279
13 H -1.5542 -1.1950 0.7230  0.460
14 H -2.4076 0.0789 0.2981  0.359
15 H -2.2913 -0.6015 -1.2770  0.344
16 H -0.5958 2.0489 -0.5950  0.257
17 H -0.8599 1.4071 -2.0747  0.269

=====

Energy ordering: arrangement i at the bottom, the next structure 1.262 eV above.

=====

Arrangement i

The following is a DFT calculation (wB97M-V/def2-TZVPD) of a structure of composition C5H10N2S.

Values from the calculation:
Net charge   0
Kohn-Sham gap   9.9537 eV
E_HOMO   -0.34045 hartree

Each line ends with the Mulliken charge.
Geometry (Å):
1 C -1.2652 -1.7947 0.1532  -1.010
2 C -0.8980 -0.4956 -0.4759  0.197
3 C -1.7479 0.6279 -0.4200  -0.497
4 C 0.6712 1.2807 0.2138  0.624
5 C 1.9268 0.5416 0.5582  -0.944
6 H -1.3861 -2.6993 -0.8950  0.246
7 H -2.2645 -1.8929 0.9333  0.281
8 H -0.3703 -2.1621 0.8796  0.167
9 H -0.1727 -0.3562 -1.2545  0.541
10 H -1.5938 1.4313 -1.2675  0.216
11 H -2.9428 0.7464 -0.3180  0.238
12 H 0.0820 2.8994 -0.2801  0.285
13 H 2.6181 1.2826 0.5231  0.432
14 H 2.0908 0.1668 1.5710  0.401
15 H 2.1791 -1.9026 0.2159  0.107
16 N -0.6429 0.6690 0.6277  -0.417
17 N 0.9134 2.4030 -0.3835  -0.657
18 S 2.8028 -0.7453 -0.3812  -0.209

=====

Arrangement ii

The following is a DFT calculation (wB97M-V/def2-TZVPD) of the molecule C5H10N2S.

Values from the calculation:
Net charge   0
Structure (SMILES)   N[C@@H]1[C@@H]2CS[C@H]1CN2
Kohn-Sham gap   9.2268 eV
E_HOMO   -0.30875 hartree

Each line ends with the Mulliken charge.
Geometry (Å):
1 N 1.1392 1.7410 -0.7045  -0.589
2 C 0.5303 1.1065 0.4367  -0.771
3 C 1.0093 -0.4626 0.7586  -0.073
4 C 0.8943 -1.0303 -0.6544  -0.877
5 S -0.7282 -0.3136 -1.3449  -0.239
6 C -0.9976 0.5493 0.1223  -0.001
7 C -1.2030 -0.3859 1.3590  -0.663
8 N 0.0689 -1.0598 1.5399  -0.386
9 H 0.5243 1.5949 -1.5983  0.303
10 H 1.1129 2.8454 -0.3324  0.300
11 H 0.6055 1.7802 1.2839  0.543
12 H 2.0901 -0.3537 0.9667  0.352
13 H 0.9522 -2.0886 -0.4706  0.467
14 H 1.6561 -0.5385 -1.3641  0.384
15 H -1.9109 1.2260 0.0529  0.347
16 H -1.9359 -1.1924 1.4332  0.389
17 H -1.4244 0.3006 2.2755  0.210
18 H 0.1236 -1.9874 1.2911  0.303

=====

Energy ordering: arrangement ii at the bottom, the next structure 2.675 eV above.